C15H26N2O11S as an isolated structure, computed with ωB97M-V with the def2-TZVPD basis set.

```
! RIJCOSX wB97M-V def2-TZVPD def2/J DEFGRID3
* xyz 0 1
C -1.389 2.632 3.242
C -0.230 1.855 2.590
C 0.060 2.243 1.173
O 0.866 3.460 1.038
N 1.224 4.055 2.281
O 0.892 5.170 2.320
O -1.079 2.552 0.354
S -0.489 2.691 -1.160
O -1.292 1.934 -2.064
O -0.395 4.073 -1.512
O 0.942 2.016 -0.935
C 0.765 1.193 0.280
C 2.012 0.622 0.916
C 2.759 -0.450 0.113
C 3.762 -1.174 1.072
C 3.171 -2.465 1.637
C 2.127 -2.228 2.716
O 1.782 -3.443 3.396
C 0.447 -3.735 3.294
C -0.561 -2.797 3.911
O 0.102 -4.751 2.763
C -0.169 -0.016 -0.177
O -1.005 -0.409 0.660
O 0.090 -0.473 -1.301
H -1.396 3.694 3.002
H -2.332 2.145 3.004
H -1.269 2.555 4.326
H 0.666 1.884 3.206
H -0.523 0.802 2.547
H 2.723 1.424 1.145
H 1.692 0.183 1.861
H 3.328 -0.001 -0.701
H 2.102 -1.223 -0.280
H 4.030 -0.461 1.856
H 4.640 -1.427 0.475
H 3.990 -3.042 2.083
H 2.747 -3.103 0.859
H 2.466 -1.461 3.422
H 1.234 -1.819 2.227
H -0.212 -1.766 3.958
H -1.470 -2.832 3.314
H -0.813 -3.123 4.921
C -2.477 -2.072 -4.295
C -3.034 -1.181 -5.353
O -3.548 -1.498 -6.373
N -3.050 0.311 -5.049
C -2.642 1.177 -6.206
H -1.960 -2.899 -4.776
H -1.777 -1.550 -3.638
H -3.302 -2.458 -3.694
H -2.523 0.523 -4.190
H -4.038 0.518 -4.873
H -3.417 1.128 -6.962
H -1.691 0.822 -6.591
H -2.540 2.192 -5.833
*
```

Values from the calculation:
lowest unoccupied orbital energy	-1.45	eV
energy	-52308.81953	eV
strongest force on any atom	1.625	eV Å⁻¹

An isolated ion of composition C3H8NO and charge +1, computed with ωB97M-V with the def2-TZVPD basis set.

```
! RIJCOSX wB97M-V def2-TZVPD def2/J DEFGRID3
* xyz 1 1
C 0.736 1.177 0.223
C 0.290 -0.279 0.245
N -0.193 -0.648 -1.173
C -0.890 -0.515 1.152
O -1.994 -0.654 0.709
H -0.119 1.796 -0.064
H 1.097 1.502 1.187
H 1.543 1.310 -0.489
H 1.085 -1.001 0.428
H -1.029 -0.118 -1.428
H 0.588 -0.446 -1.796
H -0.414 -1.643 -1.232
H -0.699 -0.482 2.237
*
```

Values from the calculation:
lowest unoccupied orbital energy	-3.78	eV
energy	-6771.16964	eV
strongest force on any atom	1.033	eV Å⁻¹
structure (SMILES)	C[C@H]([NH3+])C=O

C6H6N as an isolated structure, computed with ωB97M-V with the def2-TZVPD basis set.

```
! RIJCOSX wB97M-V def2-TZVPD def2/J DEFGRID3
* xyz 1 3
C 0.938 -0.820 -1.662
C 1.764 -1.444 -2.383
C -1.403 0.945 1.019
C 0.080 -0.329 -0.728
C -0.561 1.058 2.265
C -0.030 0.419 0.482
N 0.589 0.736 1.707
H 2.044 -2.342 -1.830
H 2.343 -1.179 -3.214
H -2.272 0.292 1.035
H -1.765 1.894 0.730
H -0.987 -0.571 -0.750
H -0.741 1.343 3.328
*
```

Values from the calculation:
lowest unoccupied orbital energy (alpha / beta)	-4.39 / -9.23	eV
⟨S²⟩	2.02
energy	-7794.16964	eV
strongest force on any atom	2.576	eV Å⁻¹

C35H70N4PPdSbSi3 as an isolated structure, computed with ωB97M-V with the def2-TZVPD basis set.

```
! RIJCOSX wB97M-V def2-TZVPD def2/J DEFGRID3
* xyz 2 1
Pd -0.685 -0.846 -0.152
C -1.783 3.732 1.214
Sb -0.980 2.399 -0.262
C -1.420 0.633 1.043
C -1.036 0.629 2.463
C 0.276 0.417 2.896
C 0.555 0.449 4.254
C -0.473 0.713 5.147
C -1.744 0.934 4.630
N -2.032 0.871 3.335
Si -3.262 0.230 0.703
C -3.297 -0.135 -1.150
C -4.542 1.533 1.072
C -3.696 -1.333 1.672
C 1.096 3.112 -0.338
C 1.960 1.918 -0.637
C 3.212 2.086 -1.252
C 4.046 1.011 -1.464
C 3.634 -0.249 -1.037
C 2.391 -0.346 -0.456
N 1.553 0.688 -0.276
Si 0.971 4.309 -1.877
C 0.768 3.289 -3.434
C 2.465 5.424 -2.121
C -0.537 5.416 -1.719
Si 1.844 4.063 1.168
C 1.100 5.775 1.336
C 1.634 3.138 2.780
C 3.710 4.234 1.014
H -2.759 3.375 1.516
H -1.896 4.703 0.733
H -1.154 3.826 2.094
H 1.053 0.283 2.151
H 1.569 0.305 4.612
H -0.301 0.775 6.212
H -2.569 1.175 5.291
H -3.354 0.805 -1.703
H -4.169 -0.745 -1.398
H -2.427 -0.659 -1.581
H -4.495 2.378 0.385
H -4.475 1.897 2.094
H -5.520 1.063 0.935
H -3.156 -2.211 1.314
H -4.759 -1.568 1.590
H -3.479 -1.172 2.727
H 3.528 3.078 -1.540
H 5.009 1.150 -1.937
H 4.262 -1.122 -1.147
H 2.034 -1.310 -0.095
H 1.603 2.608 -3.601
H 0.720 3.964 -4.292
H -0.157 2.709 -3.421
H 3.278 4.915 -2.642
H 2.867 5.860 -1.210
H 2.160 6.257 -2.759
H -1.479 4.869 -1.800
H -0.513 6.109 -2.563
H -0.558 6.018 -0.810
H 0.027 5.771 1.528
H 1.284 6.405 0.466
H 1.579 6.262 2.189
H 0.607 2.942 3.083
H 2.109 3.724 3.570
H 2.168 2.188 2.720
H 4.062 4.748 0.123
H 4.213 3.266 1.063
H 4.051 4.814 1.875
N -0.511 -4.450 3.979
C 0.239 -3.153 4.165
C 0.723 -2.670 2.808
N -0.382 -2.477 1.871
C -1.064 -3.753 1.678
C -1.630 -4.310 2.976
H -0.870 -4.788 4.873
H 0.143 -5.161 3.647
H 1.051 -3.344 4.864
H -0.464 -2.445 4.609
H 1.424 -3.390 2.376
H 1.267 -1.741 2.949
H -1.020 -1.776 2.246
H -0.347 -4.455 1.240
H -1.872 -3.657 0.959
H -2.091 -5.289 2.857
H -2.353 -3.622 3.417
C 0.305 -0.066 -3.329
C 0.796 -1.512 -3.304
C 0.763 -2.072 -4.727
P -0.115 -2.442 -1.994
C 0.866 -3.971 -1.619
C 1.568 -4.645 -2.802
C 1.902 -3.728 -0.524
C -1.690 -3.063 -2.763
C -1.579 -4.191 -3.794
C -2.684 -3.512 -1.694
H 0.892 0.507 -4.048
H 0.399 0.431 -2.362
H -0.740 -0.002 -3.644
H 1.834 -1.512 -2.944
H -0.249 -2.030 -5.134
H 1.128 -3.092 -4.810
H 1.386 -1.446 -5.368
H 0.105 -4.661 -1.228
H 2.372 -4.010 -3.179
H 0.908 -4.886 -3.630
H 2.027 -5.576 -2.464
H 2.718 -3.106 -0.897
H 2.345 -4.676 -0.214
H 1.467 -3.231 0.344
H -2.098 -2.178 -3.265
H -1.224 -5.110 -3.324
H -0.927 -3.957 -4.630
H -2.570 -4.404 -4.198
H -2.359 -4.456 -1.247
H -3.659 -3.699 -2.147
H -2.823 -2.775 -0.903
*
```

Values from the calculation:
lowest unoccupied orbital energy (alpha / beta)	-6.16 / -6.16	eV
energy	-86319.49797	eV
strongest force on any atom	0.394	eV Å⁻¹

A 2-piece molecular cluster, C8H20N3 overall, computed with ωB97M-V with the def2-TZVPD basis set.

```
! RIJCOSX wB97M-V def2-TZVPD def2/J DEFGRID3
* xyz 1 1
C -1.513 -0.388 0.441
C -1.618 -0.292 1.907
C -2.573 -0.936 -1.664
C 2.167 -0.548 -1.495
C 1.095 -2.159 -0.061
C -0.282 2.395 0.213
C 1.309 1.308 1.568
C 0.303 0.154 -0.374
N -2.418 -0.697 -0.315
N 1.388 -0.736 -0.355
N 0.822 1.449 0.196
H -0.705 -0.492 2.486
H -2.280 -1.084 2.196
H -2.113 0.653 2.147
H -3.419 -0.377 -2.015
H -2.767 -1.914 -1.729
H -1.640 -0.711 -2.267
H 2.563 0.393 -1.685
H 2.966 -1.345 -1.452
H 1.725 -0.944 -2.459
H 0.233 -2.017 0.654
H 0.986 -2.656 -1.075
H 1.777 -2.621 0.704
H -1.233 2.027 0.813
H 0.269 3.200 0.500
H -0.603 2.335 -0.839
H 1.650 0.248 1.708
H 1.930 2.112 1.882
H 0.386 1.471 2.234
H 0.023 0.482 -1.497
H 1.572 1.692 -0.370
*
```

Values from the calculation:
lowest unoccupied orbital energy	-2.57	eV
energy	-13079.37035	eV
strongest force on any atom	5.474	eV Å⁻¹

C12H28F6InO6P as an isolated structure, computed with ωB97M-V with the def2-TZVPD basis set.

```
! RIJCOSX wB97M-V def2-TZVPD def2/J DEFGRID3
* xyz 2 1
In -0.310 -1.105 1.021
P -6.264 1.062 -0.585
F -5.485 1.941 0.373
F -7.118 -0.078 0.285
F -7.030 1.922 -1.388
F -1.964 -2.218 1.135
F 0.304 -0.873 3.084
F -5.049 0.365 -1.306
C 2.218 -3.301 0.957
O 0.984 -2.821 0.271
C 0.169 -3.487 -0.711
C -0.473 -2.529 -1.794
O -0.827 -1.406 -1.076
C -2.047 -0.631 -1.469
C -1.995 0.734 -0.803
O -1.901 0.470 0.603
C -2.913 0.758 1.665
H 2.563 -2.373 1.543
H 3.062 -3.469 0.330
H 1.917 -4.112 1.630
H -0.612 -3.972 -0.159
H 0.770 -4.277 -1.291
H -1.352 -3.015 -2.334
H 0.234 -2.234 -2.538
H -2.966 -1.175 -1.142
H -2.035 -0.540 -2.554
H -2.963 1.106 -1.061
H -1.101 1.308 -0.952
H -2.827 -0.132 2.226
H -3.930 0.810 1.287
H -2.636 1.661 2.169
C 1.755 4.559 1.243
O 1.025 3.430 0.759
C 0.780 2.417 1.772
C 1.692 1.212 1.501
O 1.076 0.405 0.394
C 1.425 0.692 -0.989
C 2.342 -0.410 -1.472
O 3.550 -0.150 -0.787
C 4.804 -0.563 -1.273
H 2.823 4.323 1.298
H 1.411 4.944 2.248
H 1.625 5.390 0.501
H -0.254 2.039 1.608
H 0.887 2.842 2.783
H 1.665 0.538 2.309
H 2.749 1.419 1.279
H 1.779 1.680 -1.001
H 0.463 0.779 -1.547
H 2.615 -0.537 -2.541
H 2.039 -1.463 -1.127
H 4.832 -1.610 -1.397
H 5.571 -0.174 -0.634
H 4.920 -0.150 -2.341
*
```

Values from the calculation:
lowest unoccupied orbital energy	-9.03	eV
energy	-55932.50628	eV
strongest force on any atom	9.974	eV Å⁻¹

A 6-piece molecular cluster, C10H31ClN5O9 overall, computed with ωB97M-V with the def2-TZVPD basis set.

```
! RIJCOSX wB97M-V def2-TZVPD def2/J DEFGRID3
* xyz 0 2
Cl 0.462 1.501 -0.993
O 1.755 2.094 -0.953
O 0.463 0.315 -0.133
O -0.541 2.390 -0.344
O 0.082 1.080 -2.291
C 2.091 -2.470 -1.391
C 3.040 -1.785 -0.417
O 3.740 -0.834 -1.140
H 1.073 -2.241 -1.073
H 2.100 -3.504 -1.046
H 2.369 -2.285 -2.429
H 3.810 -2.388 0.062
H 2.511 -1.346 0.429
H 3.393 0.057 -1.065
C -3.341 -1.597 -1.526
C -2.065 -2.071 -2.242
O -2.011 -1.400 -3.480
H -4.338 -1.653 -1.963
H -3.210 -0.594 -1.119
H -3.526 -2.227 -0.657
H -2.155 -3.144 -2.417
H -1.090 -1.927 -1.777
H -1.362 -0.694 -3.535
C 1.653 4.399 2.358
O 2.181 5.121 3.197
N 1.572 3.119 2.291
N 0.951 4.873 1.357
H 1.910 2.597 3.087
H 1.200 2.605 1.505
H 0.603 5.821 1.349
H 0.564 4.164 0.751
C -1.048 4.563 -3.825
O -1.667 5.301 -4.546
N -0.017 3.853 -4.123
N -1.412 4.369 -2.591
H 0.483 3.283 -3.456
H 0.259 3.880 -5.094
H -2.203 4.965 -2.393
H -0.993 3.660 -2.007
C -2.600 -1.769 2.107
C -1.319 -2.035 2.938
C -0.309 -2.930 2.169
O 0.688 -2.972 3.081
C 1.862 -3.785 2.789
N -0.746 -0.673 3.232
H -2.942 -2.800 2.019
H -2.358 -1.329 1.139
H -3.413 -1.279 2.642
H -1.537 -2.624 3.829
H -0.024 -2.499 1.209
H -0.709 -3.919 1.948
H 2.664 -3.455 3.450
H 2.292 -3.591 1.806
H 1.592 -4.817 3.010
H -0.076 -0.942 3.939
H -0.351 -0.432 2.334
*
```

Values from the calculation:
lowest unoccupied orbital energy (alpha / beta)	-0.81 / -6.70	eV
⟨S²⟩	0.75
energy	-49260.71796	eV
strongest force on any atom	6.495	eV Å⁻¹

A 16-piece molecular cluster, CH34O16 overall, computed with ωB97M-V with the def2-TZVPD basis set.

```
! RIJCOSX wB97M-V def2-TZVPD def2/J DEFGRID3
* xyz 0 1
C 0.365 -0.159 -0.131
O 0.924 1.105 -0.386
H 0.668 -0.305 0.880
H -0.750 -0.141 -0.294
H 0.753 -0.926 -0.718
H 1.142 1.203 -1.344
H 1.259 4.571 1.332
H 1.132 3.072 0.709
O 0.690 3.829 1.069
H -2.619 -0.810 -3.588
H -2.451 -0.798 -2.035
O -1.978 -0.869 -2.919
H -0.201 1.866 -2.847
H -0.939 0.594 -3.334
O -0.130 1.109 -3.437
H 0.245 -3.262 -1.223
H -0.678 -2.336 -2.313
O 0.134 -2.767 -2.100
H 1.130 0.427 2.324
H 0.231 1.610 2.078
O 0.412 0.889 2.733
H -2.456 2.041 2.148
H -1.944 3.315 1.329
O -2.441 2.438 1.262
H -2.239 1.875 -1.495
H -0.948 2.407 -0.710
O -1.510 2.449 -1.493
H -2.060 -2.464 0.802
H -1.243 -2.025 1.903
O -2.059 -1.708 1.424
H -2.395 0.322 2.751
H -1.929 0.766 4.104
O -2.573 0.982 3.452
H -2.864 -0.268 0.315
H -2.903 1.132 -0.412
O -2.990 0.207 -0.526
H 1.481 -1.832 -2.396
H 1.530 -0.480 -3.056
O 2.125 -1.068 -2.514
H 2.637 1.813 -0.027
H 3.931 2.434 -0.507
O 3.560 1.684 -0.121
H 3.694 -0.978 1.609
H 3.969 -0.823 0.059
O 3.603 -1.419 0.727
H 2.142 -2.315 0.265
H 2.053 -3.902 0.153
O 1.483 -3.096 0.124
H 0.546 -3.141 1.298
H 0.471 -3.178 2.932
O -0.011 -3.071 2.143
*
```

Values from the calculation:
lowest unoccupied orbital energy	-0.08	eV
energy	-34348.97750	eV
strongest force on any atom	2.918	eV Å⁻¹

A 4-piece molecular cluster, C2H12NO3 overall, computed with ωB97M-V with the def2-TZVPD basis set.

```
! RIJCOSX wB97M-V def2-TZVPD def2/J DEFGRID3
* xyz 1 1
C 1.711 0.598 -0.889
C 2.105 1.882 -0.873
N 0.471 0.319 -0.085
H 2.425 -0.203 -1.054
H 3.179 2.062 -0.730
H 1.563 2.846 -0.898
H 0.077 0.715 0.808
H -0.411 0.415 -0.618
H 0.531 -0.686 0.083
H -1.361 -1.819 -1.255
H -0.854 -1.488 -2.589
O -1.288 -1.053 -1.841
H -1.856 -3.665 1.196
H -3.136 -3.133 0.720
O -2.190 -2.929 0.661
H -0.116 1.665 3.084
H -0.423 2.718 2.103
O -0.427 1.755 2.179
*
```

Values from the calculation:
lowest unoccupied orbital energy	-3.53	eV
energy	-9893.29113	eV
strongest force on any atom	3.856	eV Å⁻¹

A 2-piece molecular cluster, C4H11N2S overall, computed with ωB97M-V with the def2-TZVPD basis set.

```
! RIJCOSX wB97M-V def2-TZVPD def2/J DEFGRID3
* xyz 1 1
C 2.731 -0.769 -0.409
C 2.047 0.452 -0.539
C -2.506 1.220 -0.518
C -2.103 -1.281 0.385
N -0.191 0.680 0.392
N 2.674 0.162 0.703
S -1.155 0.041 -0.568
H 2.238 -1.760 -0.190
H 3.723 -0.757 -0.874
H 2.307 1.345 -0.959
H -2.488 2.173 -1.058
H -2.690 1.366 0.507
H -3.439 0.813 -0.888
H -2.730 -0.715 1.073
H -1.455 -1.922 0.870
H -2.591 -1.820 -0.381
H 3.469 0.872 0.905
H 2.160 -0.100 1.549
*
```

Values from the calculation:
lowest unoccupied orbital energy (alpha / beta)	-4.60 / -4.15	eV
energy	-18128.36221	eV
strongest force on any atom	4.433	eV Å⁻¹

C14H31Ca2F3IN4O6S2 as an isolated structure, computed with ωB97M-V with the def2-TZVPD basis set.

```
! RIJCOSX wB97M-V def2-TZVPD def2/J DEFGRID3
* xyz 1 1
C 3.177 0.767 -2.067
C 2.266 0.573 -0.856
N 2.432 1.464 0.263
C 2.894 0.858 1.535
C 1.751 0.181 2.315
C 0.555 0.107 1.456
C 0.450 -1.022 0.652
N -0.672 -0.808 -0.073
I -1.062 -2.547 -1.652
C -1.220 0.322 0.273
S -2.691 0.943 -0.502
C -3.821 -0.420 -0.757
O -2.294 1.559 -1.773
O -3.310 1.859 0.402
N -0.476 0.920 1.273
C -0.673 2.172 2.029
C -0.305 3.473 1.285
N -0.528 3.395 -0.143
C 3.393 2.516 -0.031
C 2.945 3.756 -0.694
O 4.554 2.364 0.238
H 3.031 1.708 -2.584
H 4.206 0.575 -1.797
H 2.908 -0.014 -2.792
H 2.327 -0.456 -0.518
H 1.195 0.738 -1.169
H 3.273 1.692 2.122
H 3.745 0.193 1.386
H 1.621 0.662 3.278
H 2.024 -0.842 2.551
H 1.180 -1.849 0.646
H -4.840 -0.133 -0.546
H -3.483 -1.232 -0.122
H -3.669 -0.762 -1.773
H -1.685 2.239 2.403
H -0.036 2.105 2.903
H 0.716 3.796 1.474
H -0.936 4.248 1.714
H -1.498 3.604 -0.333
H 0.040 4.182 -0.550
H 3.604 3.938 -1.541
H 1.916 3.725 -1.058
H 3.138 4.522 0.080
F -0.264 5.569 -1.435
C -5.810 -5.942 -0.524
S -4.387 -4.883 -0.784
O -4.901 -3.516 -1.104
C -3.877 -5.633 -2.337
H -6.311 -5.619 0.386
H -6.493 -5.855 -1.369
H -5.476 -6.972 -0.410
H -4.689 -5.571 -3.061
H -3.605 -6.673 -2.162
H -3.012 -5.088 -2.710
Ca 1.260 -3.377 -1.296
O 6.909 1.607 1.966
H 6.404 1.527 1.118
F 3.576 4.178 1.843
Ca -0.316 1.282 -2.133
O -1.655 -4.167 1.693
H -1.415 -3.259 1.479
H -0.826 -4.589 1.941
F 8.746 1.910 1.952
*
```

Values from the calculation:
lowest unoccupied orbital energy	-6.51	eV
energy	-108046.63271	eV
strongest force on any atom	5.083	eV Å⁻¹